No. 1
{"formula": "C12H34CrCuO10", "method": "wB97M-V/def2-TZVPD", "symbols": ["Cr", "Cu", "C", "C", "O", "H", "H", "H", "H", "H", "C", "C", "O", "H", "H", "H", "H", "H", "C", "C", "O", "O", "H", "H", "H", "H", "H", "H", "C", "C", "O", "O", "H", "H", "H", "H", "H", "H", "C", "C", "O", "O", "H", "H", "H", "H", "H", "H", "C", "C", "O", "O", "H", "H", "H", "H", "H", "H"], "coordinates": [[-0.07278, -9.92027, -30.98698], [3.09418, -10.45262, -30.25096], [0.71060, -9.81162, -27.04452], [0.81842, -8.92002, -28.26160], [1.12569, -9.63821, -29.44470], [0.72590, -9.13480, -26.18369], [1.51375, -10.52390, -26.87372], [-0.25562, -10.32089, -26.99740], [1.63919, -8.22228, -28.04202], [-0.06870, -8.30022, -28.40158], [-2.79904, -12.99552, -29.43486], [-1.32789, -12.66359, -29.40853], [-0.90681, -11.76437, -30.33363], [-3.11282, -13.20213, -30.46155], [-3.40312, -12.13272, -29.14869], [-3.02052, -13.87631, -28.83948], [-0.71174, -13.58208, -29.51178], [-0.99646, -12.24854, -28.42401], [-2.60621, -12.34671, -26.08907], [-2.09337, -12.68589, -24.68885], [-3.14159, -13.07230, -23.85467], [-3.82266, -11.61671, -26.02573], [-2.81791, -13.29499, -26.58605], [-1.88578, -11.70873, -26.62088], [-1.56530, -11.82800, -24.23576], [-1.33252, -13.46505, -24.78312], [-3.87963, -12.47484, -24.03264], [-3.59556, -10.68226, -25.92259], [-1.85987, -7.54872, -30.10597], [-0.53354, -7.06838, -30.69586], [-0.08358, -7.96798, -31.72711], [-2.05566, -8.96529, -30.33976], [-2.67624, -7.05192, -30.63840], [-2.00900, -7.25465, -29.06699], [0.20787, -6.85851, -29.92497], [-0.67711, -6.08652, -31.14803], [0.06653, -7.47779, -32.54182], [-2.75308, -9.26950, -29.74729], [3.81433, -12.48703, -28.12539], [2.51707, -13.05599, -28.63562], [2.31365, -12.54678, -29.96326], [3.80016, -11.04622, -28.29131], [4.68898, -12.89530, -28.62487], [3.87989, -12.65794, -27.05150], [1.66616, -12.77220, -28.01442], [2.63240, -14.14269, -28.65356], [1.46726, -12.83386, -30.31616], [3.82610, -10.61932, -27.43061], [-2.13350, -7.11938, -24.78772], [-2.30369, -8.58285, -25.05236], [-3.22942, -8.72145, -26.14131], [-1.48434, -6.51122, -25.94627], [-1.59477, -6.87397, -23.87598], [-3.13176, -6.68227, -24.78451], [-2.71908, -9.04074, -24.14766], [-1.42444, -9.20354, -25.24774], [-2.96556, -8.03299, -26.76240], [-0.68838, -6.07503, -25.63194]], "forces_ev_per_angstrom": [[0.1, 0.3, 1.4], [-0.8, -0.1, 1.0], [-0.8, 0.5, 0.6], [1.2, -0.1, 0.1], [-0.4, -0.6, -1.9], [-0.1, -0.1, 0.1], [0.1, 0.0, -0.4], [0.1, -0.2, -0.1], [-0.1, 0.1, -0.3], [-0.2, -0.2, 0.3], [-0.3, 0.5, -0.7], [-0.2, -0.7, -0.5], [0.2, 0.3, 0.1], [0.2, -0.2, 0.0], [0.0, -0.2, 0.5], [0.0, 0.1, 0.2], [0.1, 0.1, 0.2], [0.1, 0.0, 0.0], [-0.4, 0.2, 0.5], [0.5, 0.8, 0.0], [0.1, -0.5, 0.0], [0.2, -0.1, 0.0], [0.0, 0.2, -0.3], [0.3, -0.5, -0.1], [-0.1, 0.1, -0.2], [-0.3, -0.3, 0.2], [0.0, -0.1, 0.0], [-0.3, 0.1, -0.1], [-1.3, 0.5, -1.0], [-0.3, 1.1, 0.3], [0.2, -0.2, 0.4], [0.7, 0.2, 0.5], [0.1, 0.0, -0.1], [0.5, -0.3, 0.2], [0.4, -0.8, -0.2], [-0.3, -0.1, -0.1], [0.1, -0.2, -0.1], [0.0, -0.2, -0.1], [-0.3, 0.8, 0.7], [0.1, -0.2, -0.2], [0.3, 0.2, -0.3], [0.2, -0.2, -0.4], [0.0, 0.0, -0.1], [0.2, -0.5, -0.1], [0.1, 0.0, 0.1], [-0.2, 0.0, -0.1], [0.0, -0.1, 0.0], [0.1, 0.1, -0.1], [0.5, 0.6, -1.0], [-0.5, -0.6, 0.6], [0.3, -0.3, 0.1], [0.1, -0.3, 0.4], [0.0, -0.1, 0.1], [0.0, 0.0, 0.5], [-0.5, 0.1, -0.2], [0.4, 0.6, -0.1], [-0.2, 0.0, -0.1], [0.0, 0.1, -0.1]], "e_lumo_ha": [-0.2524, -0.3556], "charge": 2, "s_squared": 8.77, "relative_energy_kj_mol": 0.0, "multiplicity": 6, "orbital_gap_ev": [7.30, 4.49]}

=====

No. 2
{"formula": "C26H62N4O9", "method": "wB97M-V/def2-TZVPD", "symbols": ["C", "C", "O", "C", "C", "C", "C", "C", "O", "C", "N", "O", "H", "H", "H", "H", "H", "H", "H", "H", "H", "H", "H", "H", "H", "H", "H", "H", "H", "C", "O", "C", "C", "N", "C", "C", "O", "C", "H", "H", "H", "H", "H", "H", "H", "H", "H", "H", "H", "H", "H", "H", "H", "C", "O", "C", "C", "N", "C", "C", "O", "C", "H", "H", "H", "H", "H", "H", "H", "H", "H", "H", "H", "H", "H", "H", "H", "C", "O", "C", "C", "N", "C", "C", "O", "C", "H", "H", "H", "H", "H", "H", "H", "H", "H", "H", "H", "H", "H", "H", "H"], "coordinates": [[-3.07879, -0.07238, -5.09267], [-1.97959, -0.43148, -3.93100], [-1.92360, -1.84754, -3.53856], [-1.53408, -2.72519, -4.65375], [-0.25991, -3.71706, -4.33820], [1.05077, -3.28757, -5.27417], [2.23521, -2.52359, -4.43834], [2.21228, -0.88129, -4.54717], [2.67005, -0.33557, -5.82813], [1.58976, -0.11068, -6.78905], [1.98847, -0.15417, -8.27953], [0.31434, 0.18019, -6.53849], [-3.21863, -0.89150, -5.91716], [-2.67523, 0.90315, -5.64382], [-4.12807, 0.22792, -4.63368], [-0.94760, 0.01144, -4.26068], [-2.30122, 0.17939, -2.96003], [-1.28363, -2.14759, -5.64015], [-2.47629, -3.42662, -4.86396], [-0.00110, -3.83931, -3.20391], [-0.58222, -4.79709, -4.72710], [0.73734, -2.70801, -6.24141], [1.52583, -4.31567, -5.65312], [2.03633, -2.77243, -3.28734], [3.31382, -2.92435, -4.66824], [2.99480, -0.49958, -3.72993], [1.16735, -0.50804, -4.17904], [1.16396, 0.23776, -8.82453], [2.07602, -1.14371, -8.59922], [2.26736, 2.62688, -3.77586], [2.07026, 3.91963, -3.22166], [0.70460, 4.17718, -2.87089], [0.55386, 4.27947, -1.34468], [0.73190, 2.97161, -0.70526], [0.84644, 3.04477, 0.75558], [2.07589, 3.77756, 1.33050], [3.31666, 3.11521, 1.07145], [3.90836, 3.43183, -0.18326], [3.29716, 2.56555, -4.13955], [2.12650, 1.85440, -3.01758], [1.59120, 2.45429, -4.61969], [0.01974, 3.43223, -3.29425], [0.44704, 5.14721, -3.30990], [-0.44355, 4.66475, -1.10636], [1.29663, 4.99709, -0.98453], [1.57606, 2.53595, -1.07012], [0.87235, 2.01007, 1.11774], [-0.06554, 3.49587, 1.16300], [1.96588, 3.78503, 2.42103], [2.12065, 4.82977, 1.02999], [3.67926, 4.45266, -0.50241], [3.58946, 2.71202, -0.93967], [4.99213, 3.34219, -0.07853], [1.24418, 1.91160, 9.45128], [1.49012, 0.72676, 8.70772], [0.49027, 0.47117, 7.71306], [1.08415, 0.62809, 6.30409], [1.37747, 2.03378, 6.00564], [2.16945, 2.22026, 4.78478], [3.60484, 1.65570, 4.78250], [4.48828, 2.31966, 5.69025], [4.45898, 1.81802, 7.02148], [1.96819, 1.95642, 10.27001], [1.37992, 2.79647, 8.82667], [0.23662, 1.90396, 9.87997], [-0.39904, 1.09908, 7.84754], [0.17931, -0.57109, 7.84348], [0.36989, 0.24435, 5.56745], [1.99125, 0.01879, 6.25583], [1.89223, 2.43808, 6.78480], [2.23372, 3.30214, 4.61795], [1.61712, 1.80500, 3.93408], [4.01907, 1.83227, 3.78318], [3.63341, 0.57054, 4.92760], [4.23522, 0.74786, 7.05507], [3.73751, 2.38036, 7.61749], [5.44564, 1.97436, 7.46378], [-1.46652, -2.41418, -0.39955], [-2.50248, -1.64742, 0.19717], [-3.59550, -1.39176, -0.69408], [-4.85375, -2.14088, -0.22705], [-4.71104, -3.58802, -0.41810], [-5.76740, -4.37149, 0.23211], [-5.83339, -4.32436, 1.77240], [-4.71312, -4.93586, 2.41768], [-3.58970, -4.08062, 2.59423], [-0.62167, -2.44393, 0.29461], [-1.79698, -3.43891, -0.57926], [-1.12953, -1.95728, -1.33587], [-3.34701, -1.63175, -1.73518], [-3.79456, -0.31574, -0.64349], [-5.71775, -1.78500, -0.79884], [-5.01331, -1.89778, 0.82738], [-3.81436, -3.88584, -0.04022], [-5.60877, -5.41487, -0.06557], [-6.73816, -4.07297, -0.17986], [-6.70740, -4.91217, 2.07573], [-6.00727, -3.31423, 2.15820], [-3.88322, -3.03615, 2.73337], [-2.90798, -4.17863, 1.74711], [-3.05363, -4.40646, 3.48867]], "forces_ev_per_angstrom": [[0.1, 1.0, -0.2], [-0.7, 1.4, 0.2], [0.8, 0.9, -2.1], [-0.5, -1.4, -0.3], [-0.2, -0.3, -1.3], [0.9, -1.4, 0.3], [-0.3, 0.4, 0.6], [0.2, -0.9, 2.8], [-3.8, -0.2, -2.2], [-4.4, 0.8, -0.6], [-1.4, -0.3, 2.3], [7.6, -1.6, -0.4], [0.3, 1.5, 1.7], [-0.9, -2.1, 1.1], [2.2, -0.9, -0.9], [-1.7, -1.2, 0.5], [0.7, -1.5, -2.0], [-0.5, -0.8, 2.0], [2.0, 1.6, 0.4], [-0.5, 0.5, -2.2], [0.6, 2.3, 0.9], [0.4, -1.0, 1.9], [-1.0, 2.3, 0.7], [0.5, 0.7, -2.4], [-2.2, 0.8, 0.2], [-1.6, -0.7, -2.0], [1.9, -0.5, -1.2], [1.2, -0.6, 1.4], [0.3, 1.0, 0.7], [0.2, 0.3, 0.0], [-0.4, -0.4, -0.1], [0.2, 0.5, 0.5], [0.2, -0.6, -0.5], [0.0, 0.3, 0.0], [0.4, -0.2, -0.2], [-0.2, -0.4, 0.3], [-0.3, 0.5, -0.1], [0.1, -0.2, 0.3], [-0.1, 0.1, 0.1], [-0.1, -0.2, 0.0], [0.0, -0.1, 0.1], [0.2, -0.1, 0.1], [0.0, -0.1, 0.0], [0.1, -0.1, 0.0], [0.0, 0.3, -0.1], [-0.2, 0.1, 0.1], [0.0, 0.1, 0.1], [0.1, 0.1, -0.1], [0.0, 0.0, -0.1], [0.1, -0.1, -0.2], [-0.1, -0.1, 0.0], [0.0, 0.2, -0.2], [-0.1, 0.0, 0.1], [0.2, -0.3, 0.1], [-0.4, 0.3, 0.0], [0.4, -0.4, -0.4], [-0.1, 0.5, 0.5], [0.1, -0.3, 0.0], [0.2, 0.1, 0.4], [0.0, 0.5, -0.4], [-0.3, -0.5, 0.0], [0.2, 0.3, -0.2], [-0.1, -0.1, -0.2], [-0.2, 0.2, 0.0], [0.0, 0.1, -0.1], [0.2, 0.1, 0.0], [0.0, 0.1, 0.0], [0.0, 0.1, 0.0], [0.0, -0.3, 0.0], [-0.2, -0.1, -0.2], [0.1, -0.1, 0.0], [0.0, -0.1, 0.1], [0.0, 0.1, 0.1], [-0.1, 0.0, 0.2], [-0.1, 0.1, 0.0], [-0.1, -0.2, 0.2], [0.0, 0.0, -0.1], [0.2, 0.3, 0.2], [0.0, -0.2, -0.4], [-0.5, 0.0, 0.4], [0.7, -0.2, -0.2], [-0.2, 0.2, 0.2], [0.4, -0.1, 0.1], [-0.1, -0.5, -0.2], [-0.3, 0.5, -0.1], [-0.1, -0.4, 0.1], [-0.2, 0.0, 0.0], [0.1, -0.1, -0.2], [-0.1, -0.2, 0.1], [0.0, -0.2, 0.3], [0.0, 0.0, 0.0], [0.0, -0.1, 0.0], [-0.1, 0.3, 0.1], [-0.2, 0.1, -0.1], [-0.1, 0.1, 0.1], [0.1, 0.1, 0.1], [0.1, 0.0, 0.0], [0.2, 0.1, 0.0], [0.0, 0.0, -0.1], [0.1, 0.3, 0.0], [-0.1, 0.0, 0.0]], "e_lumo_ha": 0.0196, "orbital_gap_ev": 9.02}

=====

No. 3
{"formula": "C3H7NO2", "method": "wB97M-V/def2-TZVPD", "symbols": ["O", "C", "C", "N", "C", "O", "H", "H", "H", "H", "H", "H", "H"], "coordinates": [[-2.02063, 0.49683, -1.97430], [-1.02545, -0.02195, -1.56301], [-0.31063, 0.36084, -0.28241], [0.90402, -0.42050, -0.20311], [1.47490, -0.18592, 1.10324], [0.67439, -0.03790, 2.37920], [-0.44653, -0.69942, -2.33543], [-1.01142, 0.03090, 0.50120], [0.04527, 1.38448, -0.20991], [0.62329, -1.43720, -0.30134], [2.27384, -0.88564, 1.28246], [1.98876, 0.83418, 1.17969], [0.13566, -0.87314, 2.51887]], "forces_ev_per_angstrom": [[-0.7, -0.1, 0.5], [1.5, 0.7, -2.4], [-0.5, -1.4, -0.5], [-0.6, -1.7, 1.6], [1.5, 2.0, 1.7], [-0.7, -2.2, -1.8], [-0.6, 0.4, 1.6], [0.1, 0.9, 0.1], [-0.9, 0.4, -0.1], [0.7, 1.4, 0.2], [0.1, -0.6, 0.1], [-0.8, -1.2, -0.8], [1.0, 1.4, -0.2]], "e_lumo_ha": 0.0223, "relative_energy_kj_mol": 255.7, "orbital_gap_ev": 10.56}